[1]
{"formula": "H3NO2S2", "method": "ωB97M-V/def2-TZVPD", "symbols": ["N", "O", "S", "O", "S", "H", "H", "H"], "positions_angstrom": [[0.5474, -0.2350, 0.3456], [-0.8416, -0.8004, 0.3863], [-1.9529, 0.2940, -0.1717], [-1.6290, 1.6103, 0.3425], [-3.6501, -0.4322, 0.0205], [0.4406, 0.7205, 0.6590], [0.9987, -0.5971, 1.2238], [-1.6821, 0.4102, -1.7130]], "smiles": "NO[S@H](=O)=S", "gap_ev": 10.24, "e_lumo_ev": 0.107}

***

[2]
{"formula": "H3NOS2", "method": "ωB97M-V/def2-TZVPD", "symbols": ["S", "N", "O", "S", "H", "H", "H"], "positions_angstrom": [[1.6641, -0.3015, 0.0900], [0.5223, 0.7883, -0.3707], [-0.8126, 0.6594, 0.3163], [-2.0240, -0.3297, -0.0586], [1.7019, -1.2803, -0.9935], [0.7769, 1.8182, 0.1918], [-1.8286, -1.3545, 0.8246]], "smiles": "SNOS", "gap_ev": 9.56, "e_lumo_ev": 0.579}

***

[3]
{"formula": "H3NP2", "method": "ωB97M-V/def2-TZVPD", "symbols": ["N", "P", "P", "H", "H", "H"], "positions_angstrom": [[0.4170, -1.4959, -0.5406], [1.0875, 1.0989, 0.2172], [-0.4564, -0.3901, 0.1488], [1.5675, 1.1384, -1.1379], [-1.7812, 0.0707, -0.1408], [-0.8343, -0.4219, 1.4534]], "gap_ev": [7.80, 7.45], "e_lumo_ev": [-1.232, -1.974]}

***

[4]
{"formula": "H3NP2S", "method": "ωB97M-V/def2-TZVPD", "symbols": ["N", "P", "P", "S", "H", "H", "H"], "positions_angstrom": [[2.8690, 0.6145, 0.2899], [1.6717, 1.4222, -0.0966], [-1.5771, -0.0459, -0.0388], [-3.5845, 0.1666, 0.0362], [3.4177, -0.2158, 0.3556], [-1.4149, -0.7240, -1.2567], [-1.3818, -1.2176, 0.7104]], "gap_ev": 4.45, "e_lumo_ev": -2.368}

***

[5]
{"formula": "H3NP2S", "method": "ωB97M-V/def2-TZVPD", "symbols": ["N", "P", "S", "P", "H", "H", "H"], "positions_angstrom": [[3.4736, -0.0664, 0.0847], [2.1597, -0.8612, 0.0247], [0.3256, 0.2860, 0.2765], [-1.1197, -1.3124, 0.0056], [3.5359, 0.8759, 0.1215], [-0.7615, -1.7038, 1.3135], [-1.9061, -0.3526, 0.5176]], "smiles": "N=P#S#[PH2]", "gap_ev": 9.10, "e_lumo_ev": -0.198}

***

[6]
{"formula": "H3O2", "method": "ωB97M-V/def2-TZVPD", "symbols": ["O", "H", "H", "O", "H"], "positions_angstrom": [[0.7960, -0.9064, -0.3055], [0.1498, 0.2820, 0.1186], [0.4009, -1.7827, -0.2525], [-0.6635, 0.9509, 0.4047], [-0.8089, 1.1847, -0.5330]], "total_charge": -1, "gap_ev": 8.65, "e_lumo_ev": 5.641}

***

[7]
{"formula": "H3O2", "method": "ωB97M-V/def2-TZVPD", "symbols": ["O", "H", "H", "O", "H"], "positions_angstrom": [[-0.7739, 1.0157, 0.2264], [-0.4064, -0.0396, -0.3835], [0.7228, -1.1542, 0.1990], [0.5126, -1.2058, -0.7392], [-0.0551, 1.3840, 0.6974]], "total_charge": -1, "gap_ev": 8.91, "e_lumo_ev": 5.446}

***

[8]
{"formula": "H3O2PS", "method": "ωB97M-V/def2-TZVPD", "symbols": ["O", "P", "O", "S", "H", "H", "H"], "positions_angstrom": [[-0.1975, -0.4516, -1.4787], [-0.1924, -0.4011, 0.1676], [0.1742, 1.1520, 0.4463], [0.8656, -1.6215, 1.1288], [0.1857, 0.3749, -1.8675], [-1.6339, -0.3102, 0.4052], [0.7984, 1.2575, 1.1983]], "smiles": "O[PH](O)=S", "gap_ev": 10.30, "e_lumo_ev": 0.592}